1.
Formula: C4H6N2OS
Source: the OMol25 dataset
Level of theory: ωB97M-V with the def2-TZVPD basis set

Properties
Energy relative to the best compared isomer or geometry (same formula, charge and spin), kJ/mol: 248.1
Net charge: 0
Frontier orbital gap, eV: 7.881
Total energy, hartree: -738.91019
E_LUMO, eV: 0.8

The geometry in XYZ format:
```
14
Properties=species:S:1:pos:R:3:forces:R:3:lowdin_charge:R:1
C -1.691838 -0.355717 -0.031711 2.99 -0.78 -0.36 -0.441
C -0.602192 -1.191051 -0.042774 -1.40 -2.30 -0.24 -0.054
C 0.562209 -0.363014 -0.000662 1.74 -1.40 0.02 -0.595
C 0.172755 0.894330 0.063627 -0.90 0.20 -0.73 -0.428
H -3.459230 -1.422449 -0.003727 0.85 1.02 0.05 0.118
H -3.612117 0.276874 -0.322251 1.25 -1.50 0.78 0.136
H -0.646227 -2.321188 -0.074899 0.14 1.69 0.09 0.124
H 2.360951 -1.132908 1.272004 0.33 0.29 -1.27 -0.101
H 0.134112 2.836673 -0.089086 3.29 -1.88 0.49 0.167
H 1.716934 2.030505 -0.571640 -1.22 0.33 0.74 0.087
N -3.020544 -0.492565 0.110890 -3.43 0.48 -0.70 0.115
N 0.943148 2.058680 0.134600 -3.31 2.50 -1.33 0.074
O -1.243127 0.917011 -0.070644 1.22 1.71 0.84 0.071
S 2.334172 -0.779605 -0.080910 -1.54 -0.37 1.62 0.728
```
Forces are in eV/Å.

2.
Formula: C4H6N2OS
Source: the OMol25 dataset
Level of theory: ωB97M-V with the def2-TZVPD basis set

Properties
Spin multiplicity: 3
Energy relative to the best compared isomer or geometry (same formula, charge and spin), kJ/mol: 421.1
Net charge: 0
Frontier orbital gap (spin up / spin down), eV: 6.389 / 7.663
Total energy, hartree: -738.66859
E_LUMO (spin up / spin down), eV: 0.8 / -1.7

The geometry in XYZ format:
```
14
Properties=species:S:1:pos:R:3:forces:R:3:lowdin_charge:R:1
C -1.961064 0.533764 2.008266 -0.04 -0.33 -0.66 0.122
C -1.525394 0.789713 0.924427 0.24 0.97 0.20 -0.093
C -1.116308 1.400486 -0.347355 0.41 -3.78 0.88 -0.202
C 1.173468 -1.167223 -0.457052 -6.58 1.83 0.91 -0.284
N 0.811155 0.121804 -0.844808 1.73 0.19 0.42 -0.029
N 2.390969 -1.697129 -0.567182 4.02 -0.01 -1.15 -0.491
O -0.583405 0.414212 -1.212986 1.60 -1.85 -1.30 -0.135
S 3.687778 -0.891500 -1.165187 0.38 0.70 -0.29 0.664
H -2.520670 0.153983 2.799725 -0.26 -0.23 1.00 0.014
H -2.005967 1.575434 -0.852390 -1.48 1.65 -0.96 0.111
H -0.345216 2.070135 -0.217912 0.95 2.43 0.33 0.099
H 0.339090 -1.558119 0.119306 0.80 -0.75 0.35 0.108
H 1.526979 0.442938 -1.504237 -0.84 0.64 -0.30 0.073
H 2.702529 -2.591623 -0.314104 -0.93 -1.46 0.59 0.044
```
Forces are in eV/Å.

3.
Formula: C4H6N2OS2
Source: the OMol25 dataset
Level of theory: ωB97M-V with the def2-TZVPD basis set

Properties
Spin multiplicity: 3
Energy relative to the best compared isomer or geometry (same formula, charge and spin), kJ/mol: 0.0
Net charge: 0
Frontier orbital gap (spin up / spin down), eV: 7.387 / 5.931
Total energy, hartree: -1136.99318
E_LUMO (spin up / spin down), eV: 0.4 / -2.8

The geometry in XYZ format:
```
15
Properties=species:S:1:pos:R:3:forces:R:3:lowdin_charge:R:1
C -1.017299 1.545376 -1.018354 -2.29 3.31 0.16 -0.286
C -0.880969 -0.322993 0.413034 -2.18 -2.62 0.48 -0.469
C -0.828586 0.185241 -0.823068 0.11 -1.23 -1.78 -0.167
C 2.004910 0.745179 -0.372075 -0.06 -1.28 -3.57 -1.111
N -1.437933 2.645774 -1.054197 1.56 -2.11 -0.04 0.151
N -1.057707 -1.682054 0.697499 1.09 1.38 1.98 0.155
O -1.101608 0.371185 1.537062 0.56 -0.16 0.01 0.072
S 2.160427 -0.905237 -1.065206 0.03 1.16 -0.30 0.702
S 2.101998 1.170936 1.165941 0.33 0.62 2.67 0.750
H -0.817421 -0.460920 -1.731432 0.25 0.49 1.11 0.130
H 1.299563 1.258860 -1.008319 0.20 0.58 0.02 -0.027
H -1.249682 -2.498098 0.189873 -0.12 -0.14 -1.88 0.086
H -0.786411 -1.971706 1.627497 -0.12 0.57 0.07 0.103
H 2.556464 -1.385589 0.065083 0.58 -1.02 1.12 -0.182
H -0.945743 1.304044 1.376656 0.08 0.46 -0.05 0.092
```
Forces are in eV/Å.

4.
Formula: C4H6N2S
Source: the OMol25 dataset
Level of theory: ωB97M-V with the def2-TZVPD basis set

Properties
Energy relative to the best compared isomer or geometry (same formula, charge and spin), kJ/mol: 94.5
Net charge: 0
Frontier orbital gap, eV: 9.095
Total energy, hartree: -663.69252
E_LUMO, eV: 0.4

The geometry in XYZ format:
```
13
Properties=species:S:1:pos:R:3:forces:R:3:lowdin_charge:R:1
C -1.360280 1.649341 -0.027602 0.68 0.64 -0.49 -0.117
C -1.066973 0.174181 0.005797 0.61 -0.39 -0.01 -0.882
C 1.414156 0.655011 0.053656 -0.92 1.61 -0.15 -0.200
C 2.655813 -0.106438 -0.013512 3.31 -1.87 -0.10 -0.181
H -0.855377 2.200832 0.783067 -0.08 -0.28 -0.15 0.083
H -2.427120 1.843350 0.046905 0.10 -0.19 -0.07 0.065
H -0.979008 2.098708 -0.982962 -0.33 -0.40 0.67 0.099
H 0.428568 -1.207517 0.062983 -0.26 0.41 -0.05 0.123
H 1.341064 1.413598 -0.773483 0.43 -0.77 0.52 0.139
H 1.375901 1.259266 0.979616 0.44 -0.27 -0.22 0.131
N 0.254841 -0.204464 0.017262 -0.84 -0.72 -0.06 -0.050
N 3.665653 -0.717667 -0.042416 -3.39 2.01 0.07 0.155
S -2.261487 -0.961618 -0.003130 0.26 0.22 0.04 0.634
```
Forces are in eV/Å.

5.
Formula: C4H6N2S
Source: the OMol25 dataset
Level of theory: ωB97M-V with the def2-TZVPD basis set

Properties
Energy relative to the best compared isomer or geometry (same formula, charge and spin), kJ/mol: 287.0
Net charge: 0
Frontier orbital gap, eV: 7.725
Total energy, hartree: -663.61923
E_LUMO, eV: -0.2

The geometry in XYZ format:
```
13
Properties=species:S:1:pos:R:3:forces:R:3:lowdin_charge:R:1
C 0.979863 1.914721 -1.243205 1.03 3.03 7.49 -0.289
C 0.354531 -0.401757 -1.489651 -0.09 -2.09 0.67 -0.083
C -0.119541 -1.160347 -0.432706 0.94 2.58 0.60 -0.146
C -0.404478 -0.550897 0.871770 -1.57 -0.78 -1.04 -0.721
H 1.102702 2.661091 0.573544 0.21 0.51 -0.18 0.038
H 1.623621 2.681460 -1.643907 -0.27 0.30 -0.72 0.124
H 1.107652 0.859869 -2.907866 -1.19 0.12 1.95 0.182
H 0.751820 -1.016987 -2.239449 -0.16 -1.12 -1.34 0.086
H -0.218829 -2.261052 -0.399676 0.35 0.76 -0.87 0.097
H -0.287809 0.505262 0.912168 0.38 0.40 0.25 -0.017
N 0.746288 1.866788 0.070451 0.38 0.56 -3.14 0.072
N 0.655793 0.897889 -1.942206 -0.02 -3.77 -4.39 0.008
S -1.172248 -1.349544 2.035638 0.02 -0.51 0.71 0.650
```
Forces are in eV/Å.

6.
Formula: C4H6N2S
Source: the OMol25 dataset
Level of theory: ωB97M-V with the def2-TZVPD basis set

Properties
Energy relative to the best compared isomer or geometry (same formula, charge and spin), kJ/mol: 541.4
Net charge: 0
Frontier orbital gap, eV: 9.383
Total energy, hartree: -663.52234
E_LUMO, eV: -0.2

The geometry in XYZ format:
```
13
Properties=species:S:1:pos:R:3:forces:R:3:lowdin_charge:R:1
C -0.400387 0.315762 -0.184870 2.99 0.08 3.65 -0.850
C 0.263563 -0.703372 0.943514 0.13 -0.15 0.98 -0.122
C 0.687835 -0.238209 -1.035927 -1.43 -3.95 -0.93 -0.326
C -1.807967 0.172144 -0.201901 -7.86 -2.33 -0.10 -0.221
H -1.097486 2.451314 0.801086 3.66 -0.78 -1.41 0.079
H 0.432094 -0.265304 2.159704 -0.60 -1.47 -3.94 0.183
H -0.374267 -1.671677 0.819715 1.36 1.54 0.89 0.126
H 2.216061 -0.312152 0.204423 3.76 3.31 1.64 0.007
H 0.123598 -0.908463 -1.661813 0.27 -1.69 -0.22 0.115
H 1.056704 0.317381 -1.819771 1.70 2.08 -1.04 0.076
N 1.531150 -0.905473 0.018605 -6.55 -2.05 -1.08 0.016
N -2.988210 -0.145871 -0.092347 7.25 2.20 -0.70 0.159
S 0.357309 1.893919 0.049585 -4.67 3.22 2.27 0.758
```
Forces are in eV/Å.

7.
Formula: C4H6N2S
Source: the OMol25 dataset
Level of theory: ωB97M-V with the def2-TZVPD basis set

Properties
Energy relative to the best compared isomer or geometry (same formula, charge and spin), kJ/mol: 259.8
Net charge: 0
Frontier orbital gap, eV: 9.327
Total energy, hartree: -663.62958
E_LUMO, eV: 0.9

The geometry in XYZ format:
```
13
Properties=species:S:1:pos:R:3:forces:R:3:lowdin_charge:R:1
C 1.836352 -0.707229 0.251553 1.78 -0.41 -1.23 -0.035
C 0.331940 1.050258 -0.029890 1.26 5.44 -1.24 -0.128
C -1.081466 1.305950 0.123972 4.03 1.12 -1.47 -0.081
C -1.465111 -0.015132 -0.008238 -2.32 -0.39 -0.35 -0.798
H 2.563044 0.115457 0.091957 -0.45 -0.33 1.07 0.091
H 1.907607 -1.273333 1.194892 -0.49 0.95 -0.03 0.106
H 2.230421 -1.375877 -0.473301 -0.04 -1.17 -0.85 0.069
H 1.348866 1.609257 -0.407829 -3.06 -0.28 1.79 0.175
H -1.577632 2.307675 -0.067875 0.48 -1.83 0.71 0.124
H -2.951423 -1.540493 -0.352273 -0.47 -0.85 -0.19 -0.142
N 0.565966 -0.205942 -0.174125 0.81 -2.05 0.41 -0.268
N -0.542643 -0.948252 -0.242735 -1.01 0.25 1.47 0.087
S -3.165926 -0.322334 0.093891 -0.53 -0.43 -0.08 0.802
```
Forces are in eV/Å.

8.
Formula: C4H6N2S
Source: the OMol25 dataset
Level of theory: ωB97M-V with the def2-TZVPD basis set

Properties
Energy relative to the best compared isomer or geometry (same formula, charge and spin), kJ/mol: 381.8
Net charge: 0
Frontier orbital gap, eV: 9.258
Total energy, hartree: -663.58313
E_LUMO, eV: 0.2

The geometry in XYZ format:
```
13
Properties=species:S:1:pos:R:3:forces:R:3:lowdin_charge:R:1
C -0.524258 1.238426 0.157714 -2.09 0.57 0.20 -0.236
C -1.399684 -0.766353 -0.369146 -0.99 -1.33 -0.09 -0.293
C -1.562025 -1.941753 -0.590630 0.29 -0.92 -1.16 0.109
C 0.598965 1.270842 -0.772530 1.82 0.13 -0.51 -0.440
N -1.488550 0.386372 0.264306 1.57 1.61 0.27 0.065
N 1.065478 -0.623769 1.146207 0.44 -0.87 -0.19 -0.386
S 1.955892 0.334433 0.068067 0.02 -0.52 1.20 0.805
H -0.597765 2.025076 0.905790 0.21 0.29 -0.27 0.118
H 1.096688 -0.371026 2.128277 0.10 -0.18 -0.46 0.039
H -1.582140 -2.932642 -1.033683 0.00 0.72 0.45 0.032
H 0.591205 0.759900 -1.699314 -1.40 -0.95 -0.82 0.040
H 1.004058 2.242071 -1.139928 -0.44 -0.15 1.25 0.091
H 0.842130 -1.621580 0.934871 0.47 1.57 0.14 0.056
```
Forces are in eV/Å.